Density functional theory data (ωB97M-V with the def2-TZVPD basis set) for a cluster of 2 separate species, C32H64BN2O5 in total at a distorted geometry.

XYZ file:
```
104
Properties=species:S:1:pos:R:3:forces:R:3:lowdin_spin:R:1
C -2.933 -1.118 6.349 0.3 0.0 -0.5 0.000
C -4.569 -1.257 6.028 0.5 -1.3 0.3 0.000
C -4.893 -1.342 4.418 1.2 0.0 0.3 0.000
C -5.126 0.105 3.685 -0.4 -0.2 -0.4 0.000
C -6.108 1.143 4.489 -0.1 -0.4 -1.1 0.000
C -5.348 2.405 5.210 -0.8 1.1 0.0 0.000
C -4.455 3.452 4.296 -0.3 1.9 1.4 0.000
C -2.857 3.128 4.480 0.1 -1.3 0.2 0.000
C -1.998 2.468 3.250 0.8 0.3 -0.9 0.000
C -2.360 3.049 1.757 0.8 0.0 0.2 0.000
C -3.659 2.353 1.038 -0.5 -0.1 -0.2 0.000
C -3.395 0.832 0.463 -0.8 0.7 -0.8 0.000
C -2.186 0.717 -0.639 -0.3 -1.4 0.2 0.000
C -1.312 -0.638 -0.225 -0.9 0.9 -0.9 0.000
C -0.483 -1.080 -1.569 0.4 -1.0 0.4 0.000
C 1.122 -0.773 -1.406 -0.6 -0.6 0.5 0.000
C 1.898 -2.219 -1.491 -0.2 0.5 0.4 0.000
C 3.451 -2.044 -0.993 -1.1 -0.4 0.2 0.000
C 3.382 -1.867 0.666 -0.8 0.8 -0.4 0.000
C 3.796 -0.325 1.059 0.0 -1.1 -0.2 0.000
O 3.713 -0.201 2.532 0.4 1.9 -1.8 0.000
C 3.813 1.224 2.884 0.7 0.6 0.5 0.000
B -2.033 4.322 5.320 1.0 2.1 0.4 0.000
O -2.497 4.840 6.651 1.6 -3.2 -1.7 0.000
O -0.750 4.925 4.824 -1.3 -2.6 1.9 0.000
C 0.278 4.322 5.735 -0.1 -0.2 1.1 0.000
N -2.922 2.042 5.575 -1.7 0.9 3.0 0.000
C -4.231 2.130 6.387 -0.1 0.0 2.9 0.000
O -4.414 2.055 7.709 1.6 0.1 -7.9 0.000
H -2.364 -0.538 5.476 -1.4 -1.2 1.9 0.000
H -2.711 -0.548 7.347 -0.6 -1.1 -1.8 0.000
H -2.421 -2.190 6.429 -1.3 2.3 -0.2 0.000
H -4.870 -2.322 6.476 0.5 2.4 -0.9 0.000
H -5.217 -0.474 6.612 1.4 -1.3 -1.3 0.000
H -5.751 -2.123 4.266 1.4 1.8 0.1 0.000
H -3.923 -1.818 3.914 -2.1 0.9 1.0 0.000
H -4.114 0.656 3.482 -1.8 -1.2 0.5 0.000
H -5.598 -0.119 2.614 1.0 0.5 2.3 0.000
H -6.817 0.524 5.204 1.6 1.5 -1.1 0.000
H -6.833 1.618 3.669 1.6 -0.8 1.9 0.000
H -6.278 3.071 5.554 2.3 -1.5 -0.1 0.000
H -4.564 4.451 4.941 0.1 -2.0 -1.3 0.000
H -4.871 3.813 3.261 1.0 -1.4 1.8 0.000
H -0.846 2.722 3.429 -2.5 -0.5 -0.3 0.000
H -2.052 1.295 3.180 -0.2 2.2 0.5 0.000
H -1.397 2.842 1.083 -2.2 0.4 1.4 0.000
H -2.422 4.229 1.845 -0.2 -2.4 -0.3 0.000
H -4.616 2.271 1.741 2.2 0.3 -1.3 0.000
H -3.999 3.033 0.131 0.8 -1.4 1.8 0.000
H -3.270 0.050 1.325 0.0 1.6 -1.5 0.000
H -4.396 0.526 -0.110 2.1 0.6 1.4 0.000
H -2.612 0.486 -1.730 0.7 0.6 2.5 0.000
H -1.524 1.675 -0.753 -1.2 -1.8 0.5 0.000
H -0.649 -0.394 0.711 -1.0 -0.5 -1.9 0.000
H -2.086 -1.471 0.137 1.7 1.8 -1.0 0.000
H -0.623 -2.261 -1.671 0.4 2.5 0.1 0.000
H -0.903 -0.614 -2.576 0.7 -0.8 2.3 0.000
H 1.274 -0.331 -0.324 -0.2 -0.9 -2.1 0.000
H 1.504 0.038 -2.158 -0.6 -1.8 1.2 0.000
H 1.332 -2.944 -0.731 1.3 1.5 -1.6 0.000
H 1.768 -2.701 -2.553 0.5 1.1 1.9 0.000
H 3.897 -1.075 -1.524 -0.8 -2.2 1.2 0.000
H 4.025 -3.025 -1.303 -0.8 2.2 0.7 0.000
H 2.246 -1.996 1.007 2.5 0.2 -0.7 0.000
H 4.004 -2.691 1.236 -1.0 2.0 -1.2 0.000
H 4.872 -0.127 0.621 -1.8 -0.2 1.2 0.000
H 3.088 0.492 0.609 1.1 -1.8 0.5 0.000
H 2.784 1.622 3.340 2.2 -0.8 -1.1 0.000
H 4.676 1.337 3.682 -1.9 -0.2 -1.4 0.000
H 4.163 1.875 1.950 -1.0 -1.3 2.0 0.000
H -2.355 4.066 7.296 -0.8 1.7 -1.1 0.000
H -0.004 3.189 5.975 0.7 2.2 -0.5 0.000
H 1.352 4.307 5.271 -2.3 0.3 0.6 0.000
H 0.259 4.916 6.761 0.2 -1.3 -2.2 0.000
H -2.054 1.991 6.189 -1.6 -0.1 -0.9 0.000
C 2.237 -3.151 -8.082 0.0 -0.6 0.1 0.001
C 2.488 -1.838 -7.285 -1.4 -0.3 -1.4 0.021
C 3.337 -0.831 -8.120 0.2 0.2 0.3 0.013
C 4.832 -1.117 -8.144 0.0 0.0 0.0 0.001
C 5.366 -1.310 -6.730 -0.3 0.2 -0.1 0.012
C 4.595 -2.411 -5.959 1.6 -1.2 0.3 0.022
N 3.108 -2.182 -5.962 0.0 4.7 1.9 0.306
O 2.840 -1.125 -5.074 0.5 -3.1 -2.0 0.617
C 4.944 -3.788 -6.589 -0.2 -0.1 -0.2 0.001
C 5.175 -2.516 -4.513 -0.5 0.5 0.0 -0.001
C 1.060 -1.199 -7.165 0.4 0.2 0.8 -0.001
H 2.606 -4.044 -7.571 0.1 0.3 -0.1 0.001
H 1.164 -3.356 -8.215 0.3 0.3 0.0 0.000
H 2.687 -3.125 -9.078 0.0 0.0 0.1 0.000
H 3.202 0.183 -7.717 -0.1 -0.2 0.1 0.002
H 2.967 -0.792 -9.153 -0.2 -0.2 0.3 0.001
H 5.042 -1.993 -8.765 0.0 0.0 0.1 0.000
H 5.355 -0.276 -8.616 -0.1 -0.1 0.0 0.001
H 6.434 -1.556 -6.781 -0.2 -0.2 0.2 0.001
H 5.304 -0.354 -6.192 -0.2 -0.2 0.1 0.003
H 4.395 -4.599 -6.093 0.1 0.2 -0.1 0.001
H 6.013 -4.009 -6.479 -0.2 0.3 0.1 0.000
H 4.740 -3.844 -7.659 -0.1 0.0 0.1 0.000
H 5.129 -1.566 -3.967 -0.2 -0.2 -0.2 -0.001
H 6.236 -2.802 -4.535 -0.3 0.0 -0.3 0.000
H 4.644 -3.275 -3.929 0.0 0.1 -0.1 0.000
H 0.399 -1.813 -6.542 0.2 0.1 -0.1 0.000
H 0.592 -1.108 -8.154 0.4 -0.2 0.1 0.000
H 1.084 -0.187 -6.744 0.1 -0.3 0.1 -0.001
```
Forces are in eV/Å.

Calculated values
**Charge**: 0
**⟨S²⟩**: 0.75
**LUMO (spin up / spin down)**: 0.4 / -0.4 eV
**Highest occupied orbital energy (spin up / spin down)**: -9.22 / -9.51 eV
**2S+1**: 2

Density functional theory data (ωB97M-V with the def2-TZVPD basis set) for a structure of composition C25H42BrCdNOP2 at a distorted geometry.

XYZ file:
```
73
Properties=species:S:1:pos:R:3:forces:R:3:mulliken_charge:R:1
N -7.106 5.431 -4.535 0.1 0.0 0.3 -0.555
C -6.837 6.004 -3.358 0.4 -0.5 0.1 -0.315
C -5.936 5.457 -2.430 0.1 -0.3 -0.2 -0.472
C -5.284 4.231 -2.717 -0.8 0.5 -0.9 0.720
C -5.586 3.639 -3.966 -0.3 0.7 0.0 -0.471
C -6.487 4.288 -4.834 0.4 -0.3 0.6 -0.333
C -4.339 3.622 -1.781 0.5 -0.4 -0.1 -0.164
Cd 0.872 0.047 1.443 -0.2 0.0 1.3 0.832
P 5.489 -0.839 0.994 -3.1 0.6 -0.4 0.250
C -3.468 2.637 -2.126 -1.1 0.9 -0.5 -0.495
C -2.492 2.058 -1.249 0.3 -0.2 0.4 0.935
C -1.325 1.501 -1.823 0.4 0.3 0.4 -0.687
C -0.194 1.315 -1.014 -0.7 0.1 -0.5 -0.314
C -0.412 1.405 0.349 -0.1 0.5 -0.4 -0.290
C -1.551 1.854 0.985 -1.0 0.6 -0.3 -0.335
C -2.643 2.162 0.152 0.9 -0.1 0.2 -0.575
Br 2.096 2.093 2.662 -0.5 -1.2 -0.5 -0.559
H -4.330 4.056 -0.778 0.0 -0.2 -0.2 0.282
H -3.414 2.360 -3.177 0.0 -0.1 0.2 0.207
H -5.740 6.005 -1.507 0.0 -0.3 -0.2 0.348
H -5.131 2.703 -4.284 -0.2 0.2 0.1 0.309
H -7.359 6.938 -3.136 0.2 -0.3 -0.1 0.365
H -6.724 3.853 -5.808 0.1 0.1 0.3 0.359
H -1.282 1.347 -2.906 0.1 0.1 0.4 0.423
H -3.585 2.545 0.549 0.4 -0.3 0.1 0.383
H 0.785 1.075 -1.433 -0.3 0.0 0.0 0.494
H -1.622 1.954 2.074 0.1 0.0 -0.5 0.482
P -0.395 -2.143 0.843 0.0 -0.7 -0.1 0.245
C 4.991 0.902 1.148 0.9 0.4 0.7 -0.007
C 6.171 1.817 0.811 0.1 0.4 -0.2 -1.356
H 4.647 1.071 2.177 0.2 -0.2 -0.2 0.301
H 4.127 1.107 0.499 0.2 -0.4 0.0 0.160
H 5.978 2.820 1.204 0.1 -0.2 -0.2 0.378
H 7.100 1.443 1.258 -0.2 0.2 -0.1 0.398
H 6.309 1.891 -0.275 0.1 0.0 0.2 0.343
C 4.835 -1.331 -0.643 0.9 0.0 -0.5 0.452
C 5.719 -2.384 -1.313 0.0 -0.3 -0.3 -1.271
H 4.808 -0.420 -1.253 0.1 -0.1 0.2 0.457
H 3.802 -1.685 -0.530 0.2 0.1 0.3 -0.527
H 5.459 -2.461 -2.373 0.1 -0.1 0.2 0.387
H 6.779 -2.115 -1.243 -0.2 -0.1 -0.1 0.385
H 5.584 -3.369 -0.855 0.1 0.1 -0.1 0.347
C 4.505 -1.745 2.240 0.7 -0.7 0.2 0.044
C 5.395 -2.052 3.454 0.0 -0.1 0.4 -1.296
H 4.151 -2.675 1.773 0.2 0.2 0.1 0.387
H 3.627 -1.145 2.523 0.3 0.1 -0.2 -0.026
H 4.927 -2.812 4.089 0.1 0.2 -0.1 0.374
H 6.373 -2.433 3.136 -0.2 0.0 0.1 0.395
H 5.560 -1.152 4.060 0.0 -0.2 -0.1 0.346
C -0.384 -3.425 2.167 0.3 0.4 0.4 -0.568
C -1.490 -4.474 2.232 -0.2 -0.2 0.0 -1.204
H -0.341 -2.844 3.103 0.0 -0.4 -0.1 0.389
H 0.579 -3.947 2.069 -0.1 0.3 0.0 0.482
H -2.415 -4.081 2.667 0.2 -0.1 -0.2 0.268
H -1.720 -4.925 1.260 0.1 0.1 0.1 0.304
H -1.143 -5.284 2.884 -0.2 0.1 -0.1 0.399
C 0.588 -2.876 -0.526 0.3 -0.2 0.1 0.625
C 0.053 -2.617 -1.933 0.0 0.0 -0.3 -1.310
H 0.671 -3.958 -0.338 0.0 0.3 -0.1 0.512
H 1.599 -2.442 -0.403 -0.3 -0.3 -0.2 -0.718
H -0.802 -3.266 -2.165 0.2 0.2 0.1 0.347
H -0.256 -1.576 -2.087 0.1 -0.2 0.0 0.208
H 0.837 -2.847 -2.664 -0.2 0.0 0.1 0.437
C -2.125 -2.057 0.210 0.2 0.2 -0.3 -0.470
C -3.173 -1.602 1.218 -0.4 0.1 0.3 -1.287
H -2.398 -3.055 -0.173 0.3 0.3 0.1 0.487
H -2.126 -1.368 -0.656 0.1 -0.3 0.4 0.452
H -4.003 -1.154 0.659 0.1 0.0 0.3 0.360
H -3.599 -2.431 1.800 0.2 0.2 -0.2 0.384
H -2.792 -0.857 1.927 -0.1 0.0 -0.2 0.147
O -0.798 0.098 3.495 0.2 -0.2 0.5 -0.514
H -0.180 0.503 4.126 -0.2 0.1 -0.1 0.251
H -1.429 -0.388 4.055 0.2 0.2 -0.3 0.278
```
Forces are in eV/Å.

Calculated values
**Charge**: +2
**LUMO (spin up / spin down)**: -7.8 / -9.2 eV
**Relative energy (zero: lowest compared OMol25 entry of this formula, charge and spin)**: 0.0741 eV
**Highest occupied orbital energy (spin up / spin down)**: -12.61 / -12.74 eV

no.,E_tot (Ha)
1,-1767.791088
2,-4531.600477